(1)
C46H63N2O2P3PtS2Si as an isolated structure at a distorted geometry, computed with ωB97M-V/def2-TZVPD.

Cartesian coordinates (Å):
Pt1 -0.74942 0.50635 -0.02322
S1 3.34317 -2.13777 -1.74472
S2 2.33842 -4.71468 -0.57701
P1 -2.64581 1.66020 -0.81805
P2 -0.36197 0.24969 2.37637
P3 1.47917 -0.06568 -0.59517
Si1 0.19538 2.61113 0.25255
O1 -1.64767 -1.41860 -0.86021
O2 -1.25418 -5.46604 0.29609
N1 -0.17587 -3.20380 -0.62413
N2 0.87277 -2.47118 -0.97726
C1 -2.52484 -3.60044 -0.59023
C2 1.00643 2.62282 1.95233
C3 -4.12716 1.45791 0.27539
C4 0.31745 -1.45038 2.68131
C5 -2.40649 -4.92524 -0.10884
C6 -2.15262 2.07869 3.37171
C7 2.27040 1.40382 -1.24358
C8 2.97804 -2.58173 -3.54882
C9 -5.31112 2.38712 0.01900
C10 1.62648 2.63210 -0.98420
C11 4.59125 -3.47433 -1.46155
C12 3.92220 2.55746 -2.57976
C13 -1.83704 0.58117 3.45146
C14 -3.55053 -5.72018 -0.01301
C15 2.33764 2.58943 4.40492
C16 -1.74551 6.16909 -0.66200
C17 1.48023 1.55267 4.06728
C18 4.11469 -4.38537 -0.34962
C19 -4.77923 -5.24220 -0.40873
C20 4.25147 -2.35252 -4.36662
C21 -0.86307 5.25009 -0.11434
C22 -3.78793 -3.15009 -1.00288
C23 3.26083 3.76242 -2.36555
C24 1.87186 3.65607 2.30864
C25 -1.39772 -2.64905 -0.69691
C26 2.12912 3.79326 -1.55951
C27 -2.92594 1.03608 -2.53359
C28 2.00682 -3.04788 -0.99551
C29 -1.69002 0.14636 4.90897
C30 -3.15178 4.36952 -1.41185
C31 5.16089 0.18083 0.08984
C32 -4.54325 -0.01418 0.27438
C33 -0.86324 -2.42677 2.58585
C34 1.79562 -1.78653 -4.06717
C35 -2.87739 5.72655 -1.33071
C36 -4.17239 1.52576 -3.26433
C37 4.20915 -0.73741 0.77274
C38 -4.90149 -3.95210 -0.92487
C39 0.82428 1.55194 2.83646
C40 4.69783 -1.62353 1.86204
C41 3.43520 1.39047 -2.02117
C42 -1.10613 3.88083 -0.21837
C43 1.17190 -1.70122 3.92067
C44 -2.27857 3.44124 -0.84710
C45 2.53945 3.64050 3.52340
C46 -1.65226 1.34721 -3.33177
H1 1.32503 0.75145 4.77388
H2 3.21368 4.44567 3.78334
H3 5.63598 -2.11906 1.59639
H4 3.62871 4.67240 -2.81991
H5 4.25221 -3.94360 0.63224
H6 -5.22731 -0.21211 1.10010
H7 4.91751 -1.03227 2.76245
H8 3.15888 -0.45860 0.78715
H9 1.51494 -2.20158 -5.03629
H10 -5.76376 2.22444 -0.95789
H11 -3.86177 -2.15250 -1.40790
H12 -1.54637 7.22914 -0.57758
H13 0.92793 -1.86655 -3.41274
H14 -2.99312 -0.04743 -2.39582
H15 -0.54051 -4.82682 0.07840
H16 -3.43464 -6.72419 0.37269
H17 -0.86610 0.66857 5.39570
H18 5.53112 -2.98385 -1.21009
H19 -5.65185 -5.87567 -0.32222
H20 -5.03519 3.43569 0.10977
H21 -0.76377 0.96052 -2.82309
H22 0.63166 -1.50552 4.84597
H23 2.05092 -0.73535 -4.20994
H24 -2.60483 0.40882 5.44234
H25 -1.53353 -2.16333 1.76453
H26 -1.70477 0.88563 -4.31793
H27 4.83420 -3.26429 -4.48249
H28 1.45527 -2.75569 3.92778
H29 -5.05655 -0.26837 -0.65409
H30 0.95673 -1.60015 1.80299
H31 -4.04802 4.04256 -1.92019
H32 -3.68005 -0.67312 0.38111
H33 -4.11725 2.59101 -3.48670
H34 -5.08651 1.32425 -2.70899
H35 -4.24510 0.99745 -4.21572
H36 2.84583 2.57287 5.35975
H37 3.96664 0.45892 -2.18517
H38 -1.44103 2.64955 3.96878
H39 4.69553 -4.01612 -2.39658
H40 4.63590 -5.34012 -0.38876
H41 1.62296 4.73474 -1.37841
H42 -3.55569 6.43898 -1.78050
H43 5.86528 0.60564 0.81290
H44 5.77828 -0.34215 -0.65330
H45 -1.44671 -2.43466 3.50619
H46 -2.65092 0.01456 2.98662
H47 3.98160 -2.00852 -5.36362
H48 4.89814 -1.59129 -3.92331
H49 2.08805 -1.11325 3.90565
H50 2.03396 4.47899 1.62079
H51 0.02283 5.60222 0.40266
H52 -0.50211 -3.44031 2.41173
H53 -1.54747 -0.92676 5.01388
H54 4.81030 2.53265 -3.19708
H55 -5.86146 -3.58620 -1.26303
H56 -1.52842 2.42408 -3.46260
H57 -2.10750 2.45805 2.34732
H58 4.64743 0.99761 -0.41724
H59 -3.15091 2.26674 3.76787
H60 2.71527 -3.63877 -3.49109
H61 3.95775 -2.36939 2.15684
H62 -3.72173 1.70478 1.26180
H63 -6.07306 2.17977 0.77169

Atoms 1-2, force components in eV/Å:
0.11 -0.58 0.05
0.08 -1.24 -0.75

The value obtained for the total energy is -4279.3301 a.u. Its spin multiplicity is 5. For the max |F|, the calculation gives 1.45 eV/Å. Its LUMO energy (alpha / beta) is -4.91 / -7.32 eV. The expectation value of S² is 6.03. For the energy above the lowest of the compared OMol25 structures with the same formula, charge and spin, the calculation gives 21.9 kcal/mol. The total charge is +2. The orbital gap (alpha / beta) is 7.25 / 4.92 eV.


(2)
A 8-piece molecular cluster, C46H64BrN8O2 overall at a distorted geometry, computed with ωB97M-V/def2-TZVPD.

Cartesian coordinates (Å):
Br1 -1.06674 1.82280 -4.27223
O1 2.35045 4.44610 3.40713
O2 2.85318 2.32950 2.89698
N1 4.15602 7.48473 2.91958
N2 2.34988 -7.24206 -5.16217
N3 -5.17844 2.67278 6.22780
N4 1.69006 -1.18171 -5.13407
N5 1.82914 -10.52418 -1.97151
N6 2.88580 -7.45388 0.77762
N7 -1.33745 3.83601 -0.03891
N8 -9.17714 3.15597 2.69883
C1 -2.62733 1.97691 1.21771
C2 3.27411 -2.68590 -5.50490
C3 1.57276 -8.36834 -5.10796
C4 2.59545 -6.92090 -6.46995
C5 -10.12115 3.41835 3.65553
C6 1.20628 -2.37842 -4.67918
C7 1.81143 -8.76710 2.20151
C8 -5.50438 3.77987 5.48850
C9 -0.27476 2.77206 1.92195
C10 5.04996 8.01260 3.81113
C11 -6.31935 2.11379 6.73779
C12 -2.60502 2.89936 -2.08163
C13 2.24874 -8.65761 0.90666
C14 3.98259 2.11566 -0.82674
C15 -9.63937 3.57288 1.47843
C16 0.94507 4.54413 0.62856
C17 -7.38284 2.87582 6.32752
C18 -3.52234 2.43483 2.44064
C19 5.44819 9.23611 3.33716
C20 -1.30022 2.02828 -2.29754
C21 1.32679 -8.77467 -6.39344
C22 3.23979 3.49382 -1.12424
C23 -2.45946 4.04086 -0.98829
C24 2.20415 -7.58455 2.88247
C25 -1.39072 2.91556 0.98585
C26 -11.19127 4.01595 3.04141
C27 4.76474 9.46001 2.11482
C28 -6.86621 3.93222 5.53492
C29 2.95211 -1.35963 -5.63456
C30 1.97654 -7.85588 -7.25832
C31 1.95187 -11.49443 -1.01309
C32 2.11449 3.47638 2.74158
C33 -10.88575 4.11355 1.66001
C34 0.91674 3.60121 1.75189
C35 1.97757 0.46262 -0.48288
C36 2.18825 5.44788 0.32563
C37 3.04830 -9.93606 -2.18358
C38 2.16569 -3.33249 -4.89876
C39 3.95900 -10.54400 -1.35686
C40 3.26346 -11.53209 -0.61516
C41 1.15232 -0.67217 -1.24104
C42 -0.20951 4.63806 -0.22610
C43 3.17817 0.88877 -1.44302
C44 2.86801 -6.79521 1.97915
C45 3.45567 4.56692 0.01294
C46 3.97302 8.36544 1.88356
H1 -0.28430 2.06476 2.78054
H2 0.22329 -2.44719 -4.24118
H3 -3.44496 2.21813 -1.78387
H4 -11.50997 4.53237 0.88641
H5 -0.20619 5.37232 -1.06464
H6 1.90295 -1.42305 -1.61430
H7 -2.34793 5.04946 -1.45563
H8 -8.28490 2.72447 2.86632
H9 0.37844 -1.14161 -0.58290
H10 3.29760 8.13568 1.07518
H11 2.37242 0.09278 0.50000
H12 -1.49887 1.00462 -1.89018
H13 3.30317 -7.10770 -0.06815
H14 1.32782 1.37233 -0.37729
H15 3.70411 6.59024 3.01222
H16 3.50895 -0.52982 -6.03929
H17 3.18916 -6.05768 -6.72479
H18 -4.24713 2.32455 6.37309
H19 0.67807 -0.19791 -2.14223
H20 -4.29285 3.14359 2.04987
H21 -4.74085 4.36172 4.99678
H22 2.02173 -7.34150 3.91772
H23 2.08188 -4.37869 -4.65107
H24 2.30147 1.59414 2.56228
H25 -9.04177 3.44978 0.58932
H26 4.84412 10.32660 1.47744
H27 3.16118 -9.14072 -2.90220
H28 1.98742 -7.87775 -8.33652
H29 3.85476 0.01273 -1.60192
H30 -2.87047 3.41328 -3.04598
H31 -4.08944 1.52180 2.77950
H32 4.06335 1.92914 0.27994
H33 -2.24060 0.93434 1.40586
H34 4.20288 -3.14168 -5.81080
H35 -9.94854 3.15903 4.68724
H36 1.26472 -8.78087 -4.16208
H37 3.32683 -5.82514 2.08541
H38 2.68683 -6.73026 -4.36566
H39 2.16170 -9.32655 0.07067
H40 3.85766 4.08030 0.94975
H41 2.01762 6.09422 -0.58462
H42 -8.41815 2.69409 6.56926
H43 -3.40634 4.03853 -0.38310
H44 5.32559 7.47249 4.70241
H45 1.09784 -12.07290 -0.69971
H46 4.29119 5.24054 -0.33527
H47 0.97629 -10.28151 -2.44502
H48 0.74449 -9.63559 -6.68200
H49 -0.36250 2.49183 -1.91361
H50 -3.22452 1.90209 0.26887
H51 -2.93593 2.82094 3.30764
H52 2.70183 1.14104 -2.42766
H53 4.99038 2.15078 -1.31156
H54 3.63100 3.91654 -2.09316
H55 6.15185 9.89833 3.81609
H56 3.67753 -12.19568 0.12730
H57 2.38107 6.18090 1.17583
H58 1.27032 -9.60369 2.61506
H59 1.19503 -0.30815 -5.10360
H60 -7.42983 4.71597 5.05238
H61 -12.09462 4.34554 3.52988
H62 2.16605 3.22609 -1.31517
H63 -6.27526 1.22602 7.34781
H64 5.00893 -10.30501 -1.29194

Atoms 1-2, force components in eV/Å:
0.16 -0.11 0.93
0.14 -0.32 -0.53

The value obtained for the total energy is -4953.4032 a.u. For the max |F|, the calculation gives 2.84 eV/Å. Its LUMO energy is -4.77 eV. The total charge is +1. The orbital gap is 4.49 eV.


Q: The highest max |F| belongs to which entry?
A: C46H64BrN8O2


Q: Number 1 is which compound?
A: C46H63N2O2P3PtS2Si